Density functional theory data (ωB97M-V/def2-TZVPD) for a structure of composition C98H216Cl2F4N12O8S4 at a distorted geometry.

Atoms and positions in Å:
C (-9.002, -6.966, -8.771)
C (-10.018, -6.559, -7.814)
C (-10.704, -5.279, -8.289)
C (-11.286, -4.475, -7.113)
N (-12.015, -3.180, -7.501)
C (-12.214, -2.170, -6.276)
C (-12.071, -0.741, -6.781)
C (-11.706, -0.963, -8.278)
C (-11.128, -2.288, -8.392)
C (-13.356, -3.466, -7.986)
H (-9.230, -6.821, -9.846)
H (-8.799, -8.061, -8.602)
H (-8.025, -6.436, -8.572)
H (-9.623, -6.487, -6.760)
H (-10.875, -7.216, -7.684)
H (-11.480, -5.462, -8.980)
H (-9.995, -4.636, -8.850)
H (-10.618, -4.313, -6.280)
H (-12.065, -5.135, -6.646)
H (-13.187, -2.428, -5.708)
H (-11.337, -2.450, -5.639)
H (-13.038, -0.222, -6.608)
H (-11.323, -0.230, -6.256)
H (-12.649, -0.883, -8.822)
H (-11.015, -0.227, -8.643)
H (-11.092, -2.674, -9.423)
H (-10.080, -2.383, -8.036)
H (-13.247, -4.157, -8.862)
H (-13.899, -2.558, -8.344)
H (-13.877, -4.111, -7.310)
C (0.461, -4.570, -5.544)
C (-0.436, -3.441, -6.218)
C (-1.887, -3.762, -6.168)
C (-2.655, -2.866, -7.096)
N (-4.140, -3.213, -7.161)
C (-4.405, -4.620, -7.641)
C (-5.840, -4.518, -8.133)
C (-6.095, -3.098, -8.583)
C (-4.911, -2.346, -8.134)
C (-4.722, -3.074, -5.788)
H (0.648, -5.321, -6.268)
H (-0.057, -5.042, -4.687)
H (1.390, -4.162, -5.114)
H (-0.142, -3.537, -7.281)
H (-0.253, -2.500, -5.856)
H (-2.316, -3.752, -5.155)
H (-2.033, -4.788, -6.596)
H (-2.317, -2.964, -8.112)
H (-2.543, -1.798, -6.846)
H (-4.086, -5.369, -6.896)
H (-3.728, -4.791, -8.506)
H (-6.610, -4.771, -7.373)
H (-6.078, -5.203, -8.981)
H (-7.051, -2.765, -8.160)
H (-6.153, -3.024, -9.681)
H (-5.113, -1.486, -7.501)
H (-4.287, -2.194, -8.979)
H (-4.421, -3.961, -5.151)
H (-5.754, -2.998, -5.869)
H (-4.271, -2.106, -5.371)
C (-11.233, 14.408, -1.136)
C (-11.952, 13.547, -1.460)
C (3.228, 16.935, -5.794)
C (1.980, 17.125, -5.251)
N (4.422, 15.168, -0.289)
C (5.028, 16.153, 0.379)
C (5.773, 16.844, -0.504)
C (5.785, 16.153, -1.615)
C (4.736, 15.300, -1.525)
C (3.089, 14.692, 0.223)
H (-2.183, 7.004, -11.066)
H (-10.334, 14.780, -0.897)
H (11.355, 4.383, 16.309)
H (-12.978, 13.499, -2.035)
H (4.025, 17.054, -5.103)
H (3.377, 17.018, -6.729)
H (6.447, 8.951, -2.779)
H (0.993, 17.284, -5.628)
H (1.987, 16.851, -4.254)
H (13.287, -7.196, -3.024)
H (4.721, 16.479, 1.296)
H (-3.031, 14.230, -12.373)
H (13.108, -17.160, -7.275)
H (6.750, 17.294, -0.367)
H (6.478, 16.239, -2.267)
H (1.361, 11.892, 1.352)
H (5.182, 14.341, -1.920)
H (2.352, 14.357, -0.501)
H (2.590, 15.609, 0.585)
H (3.068, 13.770, 0.777)
C (-4.530, 9.609, 1.681)
C (-5.523, 8.650, 2.331)
C (-5.232, 7.179, 1.890)
C (-6.031, 6.197, 2.727)
N (-6.126, 4.706, 2.296)
C (-6.971, 4.571, 1.048)
C (-8.363, 4.249, 1.550)
C (-8.231, 3.914, 3.033)
C (-6.752, 3.853, 3.333)
C (-4.789, 4.207, 1.983)
H (-4.968, 10.549, 1.327)
H (-4.109, 9.069, 0.835)
H (-3.708, 9.911, 2.418)
H (-6.516, 8.910, 1.942)
H (-5.609, 8.740, 3.431)
H (-4.161, 7.015, 2.030)
H (-5.357, 7.097, 0.808)
H (-7.044, 6.550, 2.793)
H (-5.510, 6.231, 3.685)
H (-6.550, 3.714, 0.571)
H (-6.827, 5.538, 0.475)
H (-8.692, 3.447, 0.975)
H (-9.044, 5.152, 1.409)
H (-8.702, 2.961, 3.111)
H (-8.719, 4.648, 3.651)
H (-6.392, 2.841, 3.148)
H (-6.435, 4.160, 4.319)
H (-4.075, 4.424, 2.785)
H (-4.381, 4.689, 1.105)
H (-4.880, 3.152, 1.777)
C (13.614, 8.499, -0.932)
C (13.318, 6.952, -1.120)
C (12.811, 6.855, -2.584)
C (11.979, 5.580, -2.798)
N (11.706, 5.109, -4.213)
C (10.948, 3.734, -4.112)
C (9.720, 3.909, -4.976)
C (9.397, 5.363, -4.769)
C (10.652, 6.110, -4.684)
C (12.985, 5.056, -4.981)
H (12.758, 9.201, -0.882)
H (14.070, 8.731, -1.910)
H (14.362, 8.804, -0.196)
H (12.521, 6.605, -0.426)
H (14.184, 6.369, -0.909)
H (13.673, 7.006, -3.283)
H (12.241, 7.789, -2.653)
H (10.964, 5.686, -2.341)
H (12.431, 4.730, -2.248)
H (11.617, 3.007, -4.547)
H (10.702, 3.537, -3.101)
H (9.704, 3.594, -6.044)
H (8.896, 3.290, -4.502)
H (8.756, 5.891, -5.551)
H (8.774, 5.335, -3.853)
H (10.793, 6.394, -5.713)
H (10.592, 6.991, -4.057)
H (13.740, 4.758, -4.280)
H (13.256, 6.024, -5.462)
H (12.918, 4.333, -5.779)
C (-5.417, 2.183, -3.702)
C (-6.479, 1.167, -4.180)
C (-6.096, -0.274, -3.798)
C (-6.756, -0.629, -2.510)
N (-6.394, -1.929, -1.838)
C (-7.337, -2.314, -0.696)
C (-6.352, -3.018, 0.267)
C (-5.063, -2.280, 0.161)
C (-4.954, -1.859, -1.329)
C (-6.452, -3.034, -2.791)
H (-5.702, 3.220, -4.144)
H (-4.448, 1.913, -4.139)
H (-5.147, 2.144, -2.682)
H (-6.698, 1.290, -5.196)
H (-7.388, 1.518, -3.728)
H (-5.021, -0.406, -3.718)
H (-6.537, -0.947, -4.553)
H (-7.860, -0.760, -2.651)
H (-6.561, 0.156, -1.701)
H (-8.154, -2.864, -1.145)
H (-7.725, -1.320, -0.353)
H (-6.246, -4.044, -0.069)
H (-6.785, -3.012, 1.268)
H (-4.211, -2.942, 0.412)
H (-5.019, -1.418, 0.728)
H (-4.336, -2.591, -1.919)
H (-4.581, -0.877, -1.541)
H (-5.802, -2.882, -3.590)
H (-7.412, -3.181, -3.321)
H (-6.273, -3.976, -2.271)
C (-0.410, -9.187, 3.952)
C (-1.111, -9.559, 2.693)
C (-0.170, -9.821, 1.565)
C (-1.101, -9.547, 0.267)
N (-0.406, -9.899, -1.055)
C (1.024, -9.555, -1.058)
C (1.421, -9.107, -2.508)
C (0.125, -8.462, -2.951)
C (-1.047, -9.248, -2.213)
C (-0.622, -11.478, -1.246)
C (0.065, -12.054, -2.474)
C (0.036, -13.562, -2.525)
H (-1.133, -9.237, 4.786)
H (-0.048, -8.129, 3.881)
H (0.469, -9.816, 4.113)
H (-1.834, -8.786, 2.333)
H (-1.818, -10.380, 2.829)
H (0.204, -10.861, 1.584)
H (0.664, -9.131, 1.566)
H (-1.164, -8.432, 0.241)
H (-2.051, -10.027, 0.470)
H (1.532, -10.424, -0.558)
H (1.174, -8.699, -0.400)
H (1.519, -10.016, -3.054)
H (2.356, -8.488, -2.561)
H (0.059, -8.566, -4.043)
H (0.087, -7.380, -2.807)
H (-1.466, -9.955, -2.918)
H (-1.752, -8.464, -1.926)
H (-1.623, -11.695, -1.178)
H (-0.184, -11.862, -0.319)
H (1.063, -11.692, -2.475)
H (-0.402, -11.603, -3.317)
H (0.594, -13.960, -3.363)
H (-0.994, -13.982, -2.638)
H (0.359, -14.005, -1.538)
C (10.844, 5.589, 8.434)
C (10.009, 4.373, 8.064)
C (9.720, 4.126, 6.546)
C (8.537, 5.010, 6.103)
N (7.790, 4.809, 4.799)
C (7.078, 5.990, 4.150)
C (8.185, 6.948, 3.658)
C (9.314, 5.913, 3.196)
C (8.869, 4.571, 3.707)
C (7.017, 3.601, 4.830)
C (5.763, 3.512, 5.716)
C (4.831, 2.393, 5.280)
H (11.862, 5.696, 8.078)
H (10.784, 5.541, 9.500)
H (10.319, 6.597, 8.305)
H (9.010, 4.524, 8.471)
H (10.523, 3.485, 8.497)
H (9.452, 3.078, 6.455)
H (10.710, 4.282, 6.052)
H (8.762, 6.083, 6.062)
H (7.707, 4.888, 6.859)
H (6.510, 5.581, 3.332)
H (6.370, 6.413, 4.839)
H (7.830, 7.560, 2.829)
H (8.623, 7.559, 4.446)
H (9.565, 5.829, 2.147)
H (10.209, 6.151, 3.783)
H (8.301, 4.031, 2.919)
H (9.598, 3.886, 4.116)
H (7.628, 2.814, 5.236)
H (6.685, 3.463, 3.785)
H (5.186, 4.434, 5.719)
H (6.051, 3.257, 6.762)
H (5.368, 1.564, 4.778)
H (4.168, 2.729, 4.493)
H (4.257, 2.055, 6.111)
C (-7.302, -0.758, 8.688)
C (-6.672, -0.804, 10.081)
C (-5.864, -1.947, 10.611)
C (-6.984, -2.750, 11.540)
N (-6.781, -2.686, 12.966)
C (-7.891, -3.735, 13.552)
C (-8.446, -3.029, 14.805)
C (-7.686, -1.703, 14.916)
C (-7.285, -1.388, 13.544)
C (-5.382, -2.957, 13.528)
C (-4.680, -4.195, 13.147)
C (-3.184, -3.975, 13.232)
H (-7.093, 0.257, 8.255)
H (-8.407, -0.913, 8.675)
H (-6.866, -1.498, 8.003)
H (-7.205, -0.157, 10.829)
H (-5.690, -0.237, 9.863)
H (-5.087, -1.771, 11.343)
H (-5.427, -2.522, 9.798)
H (-6.876, -3.718, 11.132)
H (-7.904, -2.236, 11.361)
H (-7.289, -4.573, 13.844)
H (-8.666, -3.819, 12.783)
H (-8.257, -3.678, 15.634)
H (-9.519, -2.984, 14.750)
H (-6.808, -1.894, 15.547)
H (-8.209, -0.874, 15.432)
H (-6.426, -0.662, 13.551)
H (-8.057, -1.088, 12.901)
H (-5.283, -2.652, 14.494)
H (-4.792, -2.175, 13.058)
H (-4.850, -4.468, 12.092)
H (-5.022, -4.989, 13.819)
H (-3.022, -3.389, 14.136)
H (-2.847, -3.402, 12.345)
H (-2.709, -4.952, 13.274)
C (9.711, -8.173, 0.496)
C (8.441, -7.584, -0.041)
C (8.436, -6.084, 0.162)
C (7.339, -5.350, -0.610)
N (7.294, -3.882, -0.450)
C (8.598, -3.260, -1.201)
C (8.064, -2.666, -2.525)
C (6.586, -3.084, -2.636)
C (6.155, -3.235, -1.202)
C (7.264, -3.488, 0.997)
C (6.118, -4.131, 1.801)
C (6.285, -3.936, 3.304)
H (10.608, -7.751, 0.000)
H (9.590, -9.234, 0.236)
H (9.860, -8.045, 1.599)
H (7.654, -8.061, 0.535)
H (8.356, -7.860, -1.115)
H (9.392, -5.590, -0.187)
H (8.415, -5.797, 1.172)
H (6.372, -5.793, -0.178)
H (7.499, -5.655, -1.579)
H (8.826, -2.576, -0.397)
H (9.247, -4.097, -1.359)
H (8.211, -1.600, -2.434)
H (8.646, -3.018, -3.314)
H (6.026, -2.276, -3.093)
H (6.510, -4.002, -3.201)
H (5.987, -2.310, -0.715)
H (5.282, -3.946, -0.981)
H (7.148, -2.372, 0.907)
H (8.291, -3.706, 1.412)
H (6.099, -5.246, 1.667)
H (5.136, -3.821, 1.386)
H (7.256, -4.278, 3.551)
H (5.564, -4.593, 3.766)
H (6.179, -2.885, 3.639)
N (8.143, 2.035, 0.533)
S (8.297, 0.566, 0.019)
O (8.502, -0.210, 1.186)
O (8.814, 0.336, -1.292)
F (6.649, 0.118, -0.332)
S (8.018, 3.299, -0.305)
O (9.009, 3.570, -1.317)
O (7.583, 4.324, 0.575)
F (6.650, 2.960, -1.060)
N (-0.286, -4.665, -1.931)
S (0.379, -3.251, -1.769)
O (-0.405, -2.181, -1.221)
O (1.048, -3.012, -2.993)
F (1.444, -3.542, -0.704)
S (-1.359, -5.324, -0.913)
O (-2.156, -6.324, -1.645)
O (-1.933, -4.467, 0.070)
F (-0.429, -6.289, -0.128)
Cl (-8.147, -2.745, -5.621)
Cl (-5.943, 1.045, 0.662)

Summary:
total charge: +6
energy above the lowest of the compared OMol25 structures with the same formula, charge and spin: 1119.46 kcal per mole
strongest force on any atom: 8.65 eV Å⁻¹
calculated total energy: -8031.37327 Eh